[1]
Here is a molecular structure, C31H47BeBrN2P2 in a non-equilibrium geometry from the OMol25 dataset. Energies are from the ωB97M-V functional and the def2-TZVPD basis.

Structure (ORCA input):
```
! RIJCOSX wB97M-V def2-TZVPD def2/J DEFGRID3
* xyz 2 1
N -0.51371 -7.77915 -0.59957
C -0.56834 -7.31348 0.65190
C -0.11724 -6.03414 0.98535
C 0.31429 -5.12941 -0.03704
C 0.34088 -5.67159 -1.35175
C -0.10548 -6.97932 -1.57359
C 0.61073 -3.74303 0.31267
Be 0.32223 -0.69698 0.27062
P -2.39884 2.44013 0.05045
C 0.51349 -2.63781 -0.57169
C -0.78889 -1.98088 -0.75989
C -1.48483 -1.89878 -2.00312
C -2.81383 -1.47449 -2.05452
C -3.51209 -1.28218 -0.83563
C -2.84003 -1.33477 0.41314
C -1.51044 -1.75124 0.44582
Br -5.16044 -0.66802 -0.80161
H 1.09778 -3.65938 1.30779
H 1.22016 -2.68969 -1.42739
H -0.09496 -5.74210 2.04210
H 0.76153 -5.12057 -2.19847
H -0.93445 -7.99209 1.42720
H -0.08266 -7.43369 -2.57639
H -0.95670 -2.20180 -2.92562
H -1.13628 -2.25581 1.35196
H -3.23127 -1.17025 -3.01626
H -3.29771 -0.96979 1.34853
P 1.95028 0.13215 -0.93621
C -3.70620 3.70376 0.32924
C -4.49412 4.58515 -0.68771
H -3.25855 4.42065 1.00129
H -4.42945 3.11917 0.90330
H -5.50000 4.75706 -0.27731
H -4.03399 5.59067 -0.82302
H -4.68021 4.11972 -1.68013
C -2.20223 2.75508 -1.79634
C -2.08516 4.15291 -2.40391
H -3.08161 2.23485 -2.19601
H -1.31319 2.17839 -2.09580
H -2.02443 4.02372 -3.49491
H -2.93631 4.81825 -2.25024
H -1.18491 4.69892 -2.11719
C -0.88780 3.33396 0.68132
C -0.92776 4.84602 0.70830
H -0.14522 2.97414 -0.03738
H -0.60271 2.94365 1.66531
H 0.05834 5.23583 0.95048
H -1.20062 5.28019 -0.25555
H -1.59612 5.27770 1.45324
C 2.83794 1.59812 -0.29780
C 4.30376 1.67086 -0.68987
H 2.74459 1.58930 0.79347
H 2.33549 2.51664 -0.62393
H 4.92225 1.05873 -0.03436
H 4.48527 1.34397 -1.71336
H 4.71096 2.68179 -0.61843
C 1.20032 0.79685 -2.46883
C 1.06233 -0.16409 -3.63721
H 1.66724 1.73939 -2.78351
H 0.18114 1.06306 -2.16078
H 1.97540 -0.71236 -3.88310
H 0.27554 -0.88979 -3.41855
H 0.74640 0.34668 -4.55604
C 3.22901 -1.16855 -1.36995
C 3.85906 -1.86428 -0.16338
H 4.03469 -0.79480 -2.01278
H 2.74317 -1.92649 -1.99966
H 4.42349 -2.75803 -0.47111
H 4.55688 -1.21700 0.38178
H 3.10224 -2.22621 0.52865
C 1.14271 0.90107 5.98481
C 1.20231 0.61348 4.52233
C -0.03272 0.52458 3.87057
C -0.11718 0.10137 2.55957
N 0.95036 -0.32375 1.83093
C 2.16996 -0.22486 2.46063
C 2.32799 0.31927 3.73985
H 0.41543 1.70757 6.14908
H 0.77627 0.02069 6.52450
H 2.08983 1.20254 6.41833
H -0.93996 0.67106 4.45712
H -1.11014 0.01795 2.07482
H 3.04175 -0.61655 1.91560
H 3.33528 0.39017 4.17486
*
```

Output
E_LUMO (alpha / beta) = -6.799 / -8.106 eV
Highest occupied orbital energy (alpha / beta) = -13.4 / -13.3 eV

=====

[2]
Here is 2 unconnected molecules or ions with the total composition C3H9N4 in a non-equilibrium geometry from the OMol25 dataset. Energies are from the ωB97M-V functional and the def2-TZVPD basis.

Structure (ORCA input):
```
! RIJCOSX wB97M-V def2-TZVPD def2/J DEFGRID3
* xyz 1 1
C 1.36164 0.96663 -0.19253
C 1.64882 -1.39079 0.42860
C -3.18447 -0.58707 -1.06498
N 0.69445 2.09637 -0.35730
N -1.59151 -0.09706 0.65481
N -2.52123 -0.38884 -0.11077
N 0.87192 -0.23576 0.02895
H 2.47812 0.97913 -0.45923
H 2.26230 -1.20694 1.32351
H 0.90691 -2.18464 0.63443
H 2.34370 -1.82733 -0.34960
H -4.01520 -0.65937 -1.73532
H 1.16522 2.96090 -0.52302
H -1.96607 -0.33616 1.56444
H -0.19070 -0.29245 0.31244
H -0.26390 2.20338 -0.15443
*
```

Output
E_LUMO = -2.882 eV
Highest occupied orbital energy = -13.3 eV

=====

[3]
Here is a molecular structure, C4H8OTb in a non-equilibrium geometry from the OMol25 dataset. Energies are from the ωB97M-V functional and the def2-TZVPD basis.

Structure (ORCA input):
```
! RIJCOSX wB97M-V def2-TZVPD def2/J DEFGRID3
* xyz 1 7
H 1.69230 -1.67145 0.45129
C -0.44992 -1.91365 1.41007
C -0.73697 -1.39173 2.79865
C 0.21799 -0.63786 1.93081
H -1.24787 -1.83902 0.67098
H 0.17819 -2.80723 1.39195
H -0.31704 -1.94939 3.63791
H -1.71439 -0.94635 2.98252
H -0.13606 0.28403 1.46298
C 1.69908 -0.67390 2.17429
O 2.37942 -1.17178 1.01648
Tb 4.79162 -0.54772 0.11008
H 1.92507 -1.32323 3.03461
H 2.07323 0.34156 2.36942
*
```

Output
<S²> = 12.618
E_LUMO (alpha / beta) = -3.887 / -3.448 eV
Highest occupied orbital energy (alpha / beta) = -14.1 / -10.0 eV

=====

[4]
Here is a molecular structure, C18H28NO5P2Ti in a non-equilibrium geometry from the OMol25 dataset. Energies are from the ωB97M-V functional and the def2-TZVPD basis.

Structure (ORCA input):
```
! RIJCOSX wB97M-V def2-TZVPD def2/J DEFGRID3
* xyz 1 3
Ti 0.47812 0.34674 -0.36562
P -1.03157 2.36104 -0.56248
C 0.47899 2.95045 -1.44559
C 1.71409 2.95726 -0.57967
N 1.95607 1.77871 0.04454
C 3.09149 1.57031 0.74988
C 3.97675 2.61954 0.95508
C 3.72959 3.85460 0.36149
C 2.59276 4.02004 -0.43246
C 3.34360 0.17285 1.27350
P 2.36928 -1.10230 0.37521
H 2.34408 4.95775 -0.92524
H 4.86457 2.43669 1.56420
H 4.41581 4.68903 0.51095
H 4.40922 -0.07982 1.16609
H 3.07447 0.10466 2.34209
H 0.59087 2.12100 -2.25184
H 0.24099 3.91969 -1.89493
H 0.82388 -5.13733 -4.14953
O 0.37117 0.22003 -2.21187
H 0.82038 -0.32552 -2.88822
H -1.02102 -0.62563 -1.41405
O 1.15346 -4.68091 -3.37711
H 0.46146 -4.02575 -3.18787
C 3.55965 -1.84486 -0.76397
H 4.34217 -2.36319 -0.19254
H 3.03063 -2.55935 -1.41173
H 4.01149 -1.06116 -1.38601
C 2.02096 -2.37489 1.60855
H 1.24276 -3.03939 1.20825
H 2.92580 -2.95899 1.82194
H 1.64603 -1.91269 2.53098
C -1.52875 3.64863 0.58865
H -2.03907 4.47046 0.06725
H -2.22085 3.17904 1.30460
H -0.66051 4.03335 1.13780
C -2.22887 2.40973 -1.92036
H -3.06044 1.74470 -1.65283
H -2.60288 3.43362 -2.05565
H -1.77759 2.05758 -2.85786
O -3.27312 -3.27563 -0.80878
C -3.60198 -2.74270 0.38653
C -4.72139 -3.25070 1.03698
C -5.06186 -2.77371 2.29713
C -4.22737 -1.86870 2.97081
C -3.07725 -1.38131 2.36362
C -2.82488 -1.72618 1.01956
C -1.76202 -1.15440 0.31883
O -0.74115 -0.60488 0.85114
O -1.81212 -1.15724 -1.03167
H -2.63756 -2.65118 -1.22634
H -5.32173 -4.00143 0.52462
H -5.98288 -3.11801 2.76508
H -4.48666 -1.54198 3.97780
H -2.37706 -0.71769 2.87103
*
```

Output
<S²> = 2.009
E_LUMO (alpha / beta) = -2.994 / -2.902 eV
Highest occupied orbital energy (alpha / beta) = -8.7 / -11.4 eV

=====

[5]
Here is a molecular structure, C33H20Cl5N3O2Rh from the OMol25 dataset. Energies are from the ωB97M-V functional and the def2-TZVPD basis.

Structure (ORCA input):
```
! RIJCOSX wB97M-V def2-TZVPD def2/J DEFGRID3
* xyz -1 1
Rh -0.42575 -0.87466 0.81700
O -1.57057 -3.72323 3.41735
C -1.46326 -2.94774 2.47523
N -0.40941 -2.66905 1.71773
C 0.91269 -3.21023 2.00886
C 1.97415 -2.29437 1.41450
C 3.27731 -2.63661 1.25095
C 4.13521 -1.70858 0.53976
C 3.73677 -0.48186 0.18136
C 2.40175 0.02842 0.64700
N 1.51037 -1.06695 1.04614
C -2.70964 -2.12696 2.00024
C -3.98338 -2.65975 2.47211
C -5.23185 -2.59734 1.97906
C -5.82438 -1.85572 0.87476
C -5.30534 -0.88010 0.13557
N -2.42336 -1.11767 1.26723
H 1.02074 -4.21686 1.59631
H 1.05849 -3.28918 3.09108
H 3.63989 -3.60481 1.56511
H 5.12802 -2.04017 0.25440
H 4.38292 0.18101 -0.37856
H 2.56130 0.69650 1.51452
H -3.81655 -3.32028 3.31386
H -5.94655 -3.22333 2.50816
H -6.85798 -2.10247 0.65405
H -0.80399 -0.88621 -0.65171
Cl -4.36190 2.70520 4.95641
C -3.06385 2.47987 3.82896
C -3.26833 2.48981 2.45028
Cl -4.93164 2.73298 1.88288
C -2.28046 2.30371 1.50510
Cl -3.78531 -0.21005 0.41634
C -1.05048 2.11659 2.05993
O 0.09404 1.98417 1.18471
C -0.73138 2.09541 3.40956
Cl 0.89196 1.81359 3.95492
C -1.76974 2.27777 4.31724
Cl -1.45512 2.24652 6.01511
C 0.20343 0.92231 0.47443
C 1.48854 0.83125 -0.29697
C 1.57387 1.07833 -1.60603
C 0.43195 1.69090 -2.34279
C 0.05378 1.16125 -3.57975
C -1.06355 1.63925 -4.24255
C -1.82083 2.66381 -3.68814
C -1.44113 3.21439 -2.47509
C -0.31615 2.74134 -1.81425
C 2.71853 0.64441 -2.45647
C 3.54498 1.58293 -3.06665
C 4.58294 1.17770 -3.89262
C 4.78940 -0.17362 -4.13681
C 3.95437 -1.11441 -3.55118
C 2.92560 -0.70790 -2.71406
H 0.63333 0.35509 -4.01253
H -1.35172 1.20281 -5.19098
H -2.70355 3.02709 -4.19894
H -2.02525 4.00706 -2.02667
H -0.02185 3.19371 -0.87927
H 3.37217 2.63707 -2.88398
H 5.22833 1.91715 -4.35023
H 5.59658 -0.49136 -4.78507
H 4.10922 -2.16978 -3.73730
H 2.28163 -1.43811 -2.23959
*
```

Output
E_LUMO = 1.459 eV
Highest occupied orbital energy = -4.4 eV

=====

[6]
Here is a gas-phase ion, C5H9N2S2 (charge +1) in a non-equilibrium geometry from the OMol25 dataset. Energies are from the ωB97M-V functional and the def2-TZVPD basis.

Structure (ORCA input):
```
! RIJCOSX wB97M-V def2-TZVPD def2/J DEFGRID3
* xyz 1 1
C 0.21408 -0.04988 -1.66310
C -0.68524 0.31098 -3.58853
C 1.23420 0.32563 -0.68184
C 0.25489 -0.83296 -0.34119
C -1.83765 0.25678 0.43744
N 2.67233 0.06826 -0.82208
N -0.80142 -0.70498 0.69078
S 0.38056 -0.89336 -3.23700
S -1.59303 1.41589 -4.09315
H 0.96914 1.22780 0.05321
H 0.46007 -2.00493 -0.30828
H -2.44469 0.30221 1.42881
H -1.31816 1.25799 0.24109
H -2.45660 -0.00305 -0.42378
H 2.95707 0.27914 -1.74292
H 2.83498 -0.85808 -0.55310
H -1.13619 -1.61620 0.71082
H -0.24218 -0.45285 1.49163
*
```

Output
E_LUMO = -3.962 eV
Highest occupied orbital energy = -11.7 eV

=====

[7]
Here is a molecular structure, C53H39AlAsN3O2S6 in a non-equilibrium geometry from the OMol25 dataset. Energies are from the ωB97M-V functional and the def2-TZVPD basis.

Structure (ORCA input):
```
! RIJCOSX wB97M-V def2-TZVPD def2/J DEFGRID3
* xyz 0 1
Al -0.44471 0.93326 0.98563
C -4.39298 7.09723 -3.33298
C -3.81576 6.26460 -2.24890
C -3.42810 4.93346 -2.45960
C -2.91098 4.15065 -1.43010
C -2.70636 4.71855 -0.17816
C -3.18668 5.98270 0.09030
C -3.72347 6.74844 -0.94628
S -1.99275 3.85922 1.24029
O -0.16350 3.75757 -0.76444
O -2.88376 4.05191 2.40067
N -2.05003 2.21351 0.80862
C -3.25964 1.60351 0.63852
C -4.53667 2.20506 0.71449
C -5.66098 1.39888 0.52694
C -5.53874 0.01819 0.39005
C -4.26092 -0.62433 0.38306
C -4.08667 -2.02270 0.28956
C -2.78618 -2.54336 0.38974
C -1.72678 -1.69808 0.57690
N -1.87069 -0.34129 0.52578
C -3.13849 0.18654 0.43709
H -3.86655 6.92795 -4.29503
H -4.37271 8.17153 -3.05351
H -5.46478 6.86472 -3.52848
H -3.49688 4.49433 -3.45112
H -2.70645 3.08781 -1.60089
H -3.18757 6.35517 1.12827
H -4.01909 7.78043 -0.69871
H -4.61868 3.26599 0.96206
H -6.66957 1.85645 0.52492
H -6.43382 -0.60686 0.30696
H -4.92909 -2.69523 0.15721
H -2.58446 -3.61958 0.37565
H -0.74300 -2.10836 0.82129
C -0.55673 0.29966 5.27068
C 0.73394 -0.18179 5.45089
C 1.60515 -0.22226 4.35925
C 1.17228 0.19893 3.10720
C -0.13079 0.70885 2.92496
C -0.95078 0.79606 4.04522
C 2.01065 0.11542 1.92511
C 3.40036 0.28582 1.94950
C 4.09593 0.27997 0.75283
C 3.39502 0.03915 -0.45161
C 4.05313 -0.06756 -1.70106
C 3.41473 -0.40130 -2.87155
C 2.02030 -0.62410 -2.84201
C 1.34502 -0.50811 -1.64366
C 1.98275 -0.15096 -0.44234
N 1.32202 -0.10946 0.76583
H -1.25169 0.29963 6.11494
H 1.06670 -0.50054 6.44265
H 2.60740 -0.63746 4.46954
H -1.93332 1.26379 3.94987
H 3.93553 0.48532 2.89330
H 5.17776 0.46387 0.73803
H 5.13981 0.12338 -1.72319
H 3.95859 -0.49782 -3.81044
H 1.49254 -0.88784 -3.77494
H 0.25454 -0.70110 -1.64195
C 1.21583 5.25975 1.74671
S 0.18442 6.45712 0.85882
C 0.49968 6.03152 -0.79945
C 0.39629 4.79350 -1.40167
S 0.76879 2.32115 -0.55989
S 0.88383 4.47797 -3.01373
C 1.37536 6.11273 -3.30759
S 1.98824 6.65295 -4.72308
S 1.09852 7.15834 -1.93829
H 1.03607 5.36554 2.83654
H 2.29646 5.46744 1.60705
H 1.02923 4.21716 1.42525
C 0.29034 -5.73883 3.70369
C 0.90830 -4.50240 3.73808
C 1.22380 -3.85498 2.55948
C 0.93296 -4.43532 1.32619
C 0.27316 -5.66551 1.30895
C -0.07086 -6.29833 2.49206
As 1.30240 -3.31279 -0.25128
C 0.82943 -4.52399 -1.74721
C -0.45007 -4.68305 -2.28220
C -0.63374 -5.42066 -3.44772
C 0.47647 -5.96800 -4.08889
C 1.76335 -5.77455 -3.59854
C 1.95075 -5.02714 -2.42868
C 3.24032 -4.66673 -1.82966
C 4.51228 -4.96814 -2.33227
C 5.64735 -4.58149 -1.62578
C 5.54054 -3.86339 -0.43619
C 4.28911 -3.53893 0.06576
C 3.13756 -3.93114 -0.63068
H 0.08765 -6.27996 4.62484
H 1.18280 -4.05297 4.71518
H 1.70644 -2.87770 2.61085
H 0.05677 -6.15124 0.34480
H -0.60284 -7.25243 2.45150
H -1.30174 -4.21524 -1.77528
H -1.64041 -5.56481 -3.86590
H 0.34086 -6.55878 -5.00537
H 2.62932 -6.20191 -4.12615
H 4.63716 -5.52599 -3.25682
H 6.63375 -4.84686 -1.99589
H 6.45338 -3.59633 0.11125
H 4.17734 -2.97301 0.99836
*
```

Output
E_LUMO = -1.052 eV
Highest occupied orbital energy = -7.2 eV

=====

[8]
Here is 2 unconnected molecules or ions with the total composition C2H4ClI from the OMol25 dataset. Energies are from the ωB97M-V functional and the def2-TZVPD basis.

Structure (ORCA input):
```
! RIJCOSX wB97M-V def2-TZVPD def2/J DEFGRID3
* xyz 0 1
C -0.59057 -1.47363 -0.02947
C 0.21761 -0.55753 -0.51380
Cl 0.19044 2.94868 0.06520
I 2.23797 -0.40064 0.05102
H -0.09553 3.01554 1.30169
H -0.26091 -2.21386 0.68399
H -1.62405 -1.51750 -0.33770
H -0.07496 0.19894 -1.22094
*
```

Output
E_LUMO = 0.635 eV
SMILES = C=CI.Cl
Highest occupied orbital energy = -9.1 eV

=====

no.,M (g mol⁻¹)
1,598.60
2,101.13
3,231.03
4,448.24
5,770.71
6,161.28
7,1044.22
8,190.41